{
  "formula": "C20H39BN2O10P2S",
  "method": "wB97M-V/def2-TZVPD",
  "elements": ["C", "C", "C", "C", "N", "S", "N", "C", "C", "C", "C", "B", "O", "O", "H", "H", "H", "H", "H", "H", "H", "H", "H", "O", "P", "O", "C", "C", "O", "C", "C", "O", "C", "C", "H", "H", "H", "H", "H", "H", "H", "H", "H", "H", "H", "H", "H", "H", "H", "O", "P", "O", "C", "C", "O", "C", "C", "O", "C", "C", "H", "H", "H", "H", "H", "H", "H", "H", "H", "H", "H", "H", "H", "H", "H"],
  "positions_angstrom": [[-1.24, 4.25, 2.14], [0.01, 4.28, 1.28], [1.18, 4.64, 1.88], [2.37, 4.62, 1.10], [3.62, 4.90, 1.52], [4.60, 4.69, 0.28], [3.56, 4.27, -0.91], [2.38, 4.27, -0.29], [1.14, 3.93, -0.90], [0.02, 3.94, -0.13], [-1.30, 3.52, -0.81], [-1.39, 1.95, -0.56], [-0.85, 1.09, -1.50], [-1.96, 1.48, 0.62], [-2.16, 4.18, 1.58], [-1.30, 5.11, 2.81], [-1.18, 3.36, 2.77], [1.22, 4.92, 2.92], [1.06, 3.66, -1.95], [-2.13, 4.06, -0.35], [-1.26, 3.78, -1.87], [0.08, 1.33, -1.57], [-1.23, 1.23, 1.20], [0.16, 1.21, 4.35], [1.13, 0.09, 4.23], [1.00, -0.74, 5.63], [-0.28, -1.01, 6.20], [-0.92, -2.22, 5.55], [2.54, 0.90, 4.50], [2.71, 2.22, 3.97], [2.73, 3.22, 5.10], [1.89, -1.06, 3.40], [2.97, -1.81, 3.99], [2.57, -3.28, 4.14], [-0.94, -0.14, 6.12], [-0.12, -1.19, 7.26], [-1.04, -2.08, 4.48], [-1.90, -2.41, 5.99], [-0.30, -3.10, 5.70], [1.92, 2.46, 3.25], [3.66, 2.25, 3.44], [1.81, 3.17, 5.68], [2.85, 4.24, 4.72], [3.55, 3.01, 5.79], [3.28, -1.39, 4.94], [3.82, -1.72, 3.30], [1.54, -3.44, 3.85], [2.70, -3.60, 5.18], [3.20, -3.92, 3.53], [-1.43, -0.89, -6.08], [-2.00, -2.19, -5.67], [-1.36, -2.48, -4.20], [-1.27, -1.44, -3.22], [-2.58, -1.26, -2.48], [-1.09, -3.21, -6.60], [-0.75, -2.84, -7.93], [0.74, -2.55, -8.02], [-3.20, -3.27, -5.57], [-2.96, -4.59, -5.05], [-3.73, -4.78, -3.75], [-0.95, -0.51, -3.67], [-0.49, -1.74, -2.52], [-3.39, -1.02, -3.18], [-2.49, -0.46, -1.75], [-2.86, -2.18, -1.97], [-1.32, -1.97, -8.26], [-1.00, -3.68, -8.58], [1.02, -1.75, -7.33], [1.03, -2.26, -9.03], [1.31, -3.44, -7.73], [-1.91, -4.78, -4.92], [-3.33, -5.28, -5.81], [-4.23, -3.87, -3.44], [-3.06, -5.10, -2.95], [-4.49, -5.56, -3.86]],
  "mulliken_charge": [-1.468, 1.019, -0.857, 0.808, -0.659, 0.149, -0.726, 0.675, -0.558, 0.623, -1.788, 0.528, -0.189, -0.544, 0.302, 0.496, 0.096, 0.411, 0.544, 0.328, 0.336, 0.242, 0.249, -0.811, 1.337, -0.387, -0.269, -0.989, -0.440, 0.157, -1.324, -0.416, -0.174, -1.137, 0.296, 0.309, 0.270, 0.405, 0.213, -0.053, 0.331, 0.289, 0.389, 0.373, 0.269, 0.455, 0.273, 0.305, 0.316, -0.777, 1.110, -0.327, -0.185, -0.686, -0.399, -0.331, -1.104, -0.426, -0.119, -1.117, 0.324, 0.250, 0.256, 0.106, 0.208, 0.339, 0.333, 0.275, 0.368, 0.290, 0.278, 0.440, 0.278, 0.293, 0.321],
  "energy_ev": -74921.22991,
  "homo_ha": -0.32981,
  "charge": 0,
  "multiplicity": 1
}


{
  "formula": "C5H7NO2",
  "method": "wB97M-V/def2-TZVPD",
  "elements": ["C", "C", "C", "C", "C", "N", "O", "O", "H", "H", "H", "H", "H", "H", "H"],
  "positions_angstrom": [[-0.44, -0.48, 0.84], [0.65, 0.21, 0.63], [-0.97, 0.51, -1.42], [-1.96, -0.19, -0.89], [2.08, 0.73, 0.76], [-2.82, -1.16, -1.08], [-1.07, 1.24, -2.60], [0.21, 0.84, -0.92], [-0.62, -1.18, 1.68], [2.27, 0.65, 1.91], [2.09, 1.86, 0.56], [2.66, 0.08, -0.03], [-2.51, -1.85, -1.68], [-3.51, -1.51, -0.44], [-0.22, 1.70, -2.74]],
  "mulliken_charge": [-0.766, 0.509, 0.617, -0.029, -0.803, -0.365, -0.537, -0.495, 0.258, 0.294, 0.256, 0.234, 0.204, 0.247, 0.375],
  "e_above_lowest_kj_mol": 604.24,
  "energy_ev": -10877.35481,
  "homo_ha": -0.28305,
  "charge": 0,
  "multiplicity": 1
}


{
  "formula": "C5H5Br15",
  "method": "wB97M-V/def2-TZVPD",
  "elements": ["C", "Br", "Br", "Br", "H", "C", "Br", "Br", "Br", "H", "C", "Br", "Br", "Br", "H", "C", "Br", "Br", "Br", "H", "C", "Br", "Br", "Br", "H"],
  "positions_angstrom": [[-3.12, -1.09, -0.43], [-2.53, 0.69, 0.23], [-4.71, -0.85, -1.49], [-3.69, -2.36, 1.00], [-2.21, -1.42, -0.92], [-0.33, 4.12, 2.94], [0.10, 2.52, 1.86], [0.50, 5.74, 2.34], [0.31, 3.92, 4.76], [-1.40, 4.33, 2.96], [2.62, 2.71, -2.04], [4.27, 1.75, -2.39], [2.65, 3.34, -0.15], [1.06, 1.65, -2.51], [2.52, 3.65, -2.59], [1.18, -0.67, 0.30], [2.33, -0.06, 1.73], [-0.13, -1.89, 1.11], [2.19, -1.58, -1.18], [0.63, 0.23, 0.02], [-0.38, -4.89, -1.15], [-1.73, -5.27, 0.38], [-1.20, -4.34, -2.87], [1.04, -6.29, -1.15], [0.03, -3.96, -0.75]],
  "mulliken_charge": [-0.281, 0.030, 0.001, -0.012, 0.327, -0.437, 0.385, 0.043, 0.059, 0.398, -0.360, 0.104, 0.248, 0.057, 0.436, 0.164, -0.026, 0.005, -0.007, -0.141, 0.556, -0.052, -0.026, -0.030, -0.441],
  "e_above_lowest_kj_mol": 24.89,
  "energy_ev": -1055890.75215,
  "homo_ha": [-0.44143, -0.44140],
  "charge": 1,
  "multiplicity": 2
}


Q: Which value of charge does entry 1 give?
A: 0